78
Properties=species:S:1:pos:R:3:lowdin_charge:R:1 method="wB97M-V/def2-TZVPD" s_squared=3.78 total_charge=+2 molar_mass_g_mol=663.63 gap_ev="5.2 / 5.2" e_homo_ev="-13.74 / -13.74" multiplicity=4 lumo_ha="-0.31274 / -0.31521"
Tc -0.393 1.633 1.726 1.2030
C 0.552 -3.731 -0.284 -0.0861
C 1.558 -3.041 -0.833 -0.1537
C 1.850 -3.002 -2.313 -0.1787
C 0.644 -2.873 -3.285 -0.1717
C -0.547 -2.097 -2.813 -0.1228
C -1.552 -2.643 -2.116 -0.1095
C -1.607 -4.071 -1.671 -0.1741
C -0.309 -4.676 -1.096 -0.1754
C -1.200 3.539 1.220 -0.2269
H 0.343 -3.702 0.801 0.1058
H 2.302 -2.561 -0.191 0.0844
H 2.392 -3.922 -2.595 0.1294
H 2.542 -2.172 -2.529 0.1015
H 1.014 -2.357 -4.190 0.1217
H 0.327 -3.881 -3.606 0.1169
H -0.611 -1.075 -3.209 0.0918
H -2.512 -2.141 -2.005 0.0667
H -1.921 -4.690 -2.534 0.1332
H -2.402 -4.183 -0.914 0.1124
H -0.599 -5.524 -0.448 0.1226
H 0.290 -5.096 -1.925 0.1110
H -1.715 3.718 2.186 0.0459
H -1.959 3.756 0.449 0.0292
H -0.450 4.352 1.121 0.0615
P 1.470 0.415 1.185 0.9378
P -1.219 1.654 -0.336 0.8488
C 0.980 -0.042 -0.458 -0.2395
C -0.136 0.465 -1.055 -0.2579
C 3.220 0.848 1.099 -0.3574
C 4.124 0.165 0.269 -0.0661
C 5.481 0.506 0.303 -0.0366
C 5.926 1.548 1.125 -0.0327
C 5.019 2.259 1.908 -0.0431
C 3.670 1.916 1.897 -0.0815
C 1.273 -0.981 2.380 -0.3472
C -0.035 -1.374 2.730 -0.1370
C -0.239 -2.206 3.838 -0.0527
C 0.857 -2.720 4.535 -0.0366
C 2.159 -2.381 4.150 -0.0348
C 2.373 -1.502 3.082 -0.0580
C -1.385 2.888 -1.657 -0.3572
C -0.297 3.763 -1.846 -0.0927
C -0.405 4.807 -2.766 -0.0428
C -1.581 4.945 -3.512 -0.0365
C -2.668 4.085 -3.316 -0.0383
C -2.572 3.043 -2.388 -0.0551
C -2.877 0.956 -0.039 -0.3428
C -3.723 1.464 0.960 -0.0813
C -4.972 0.875 1.168 -0.0370
C -5.366 -0.228 0.402 -0.0222
C -4.504 -0.766 -0.569 -0.0223
C -3.274 -0.146 -0.798 -0.0845
H 1.667 -0.696 -1.009 0.0556
H -0.355 0.254 -2.098 0.0635
H 3.768 -0.624 -0.389 0.0959
H 6.185 -0.053 -0.305 0.1210
H 6.984 1.800 1.157 0.1236
H 5.349 3.077 2.547 0.1238
H 2.955 2.462 2.504 0.0672
H -0.891 -0.955 2.188 0.0789
H -1.257 -2.433 4.157 0.1204
H 0.695 -3.387 5.381 0.1238
H 3.016 -2.784 4.694 0.1245
H 3.380 -1.193 2.803 0.1108
H 0.602 3.634 -1.239 0.1102
H 0.428 5.505 -2.884 0.1228
H -1.647 5.732 -4.262 0.1228
H -3.599 4.220 -3.876 0.1248
H -3.414 2.370 -2.205 0.1127
H -3.387 2.305 1.563 0.0852
H -5.641 1.285 1.931 0.1272
H -6.352 -0.676 0.556 0.1278
H -4.799 -1.648 -1.147 0.1271
H -2.587 -0.510 -1.554 0.0697
O 1.268 3.656 3.512 0.1318
N 0.627 2.765 3.006 -0.3452
O -0.326 2.083 3.732 -0.1568

=====

18
Properties=species:S:1:pos:R:3:lowdin_charge:R:1 method="wB97M-V/def2-TZVPD" total_charge=+1 smiles="[NH2+]=C[C@@H]1CCNC1" molar_mass_g_mol=99.16 gap_ev="7.9 / 7.9" e_homo_ev="-12.76 / -12.76" lumo_ha="-0.18048 / -0.18047"
N -1.433 -1.542 -1.556 0.2175
C -0.680 -1.694 -0.446 -0.0035
C -0.195 -0.591 0.286 -0.2079
C -0.742 0.788 -0.064 -0.1285
C 0.228 1.754 0.649 -0.1500
N 1.511 1.086 0.908 -0.0394
C 1.563 -0.132 0.314 -0.0874
H -1.532 -0.705 -2.037 0.0918
H -1.585 -2.330 -2.164 0.1395
H -0.666 -2.688 -0.043 0.1492
H -0.389 -0.864 1.333 0.1603
H -1.747 0.987 0.436 0.1571
H -0.780 0.936 -1.155 0.1156
H -0.001 1.929 1.609 0.0775
H 0.259 2.793 0.177 0.1528
H 1.968 1.120 1.768 0.1160
H 2.420 -0.747 0.690 0.1461
H 1.802 -0.100 -0.704 0.0931

=====

Which energy above the lowest of the compared OMol25 structures with the same formula, charge and spin belongs to each record? In order, 0.00 206.50 kJ/mol.